Record 1
Below is a molecular structure, C11H7N2O6V in a non-equilibrium geometry, with properties calculated with ωB97M-V/def2-TZVPD.

Summary:
Multiplicity = 3
Total charge = +2
Energy = -52452.806 eV
Gap between HOMO and LUMO (alpha / beta) = 0.21754 / 0.20747 Ha

Structure (XYZ):
```
27
Properties=species:S:1:pos:R:3:lowdin_charge:R:1
O -2.8135 -6.1547 1.9665 0.08
C -2.5417 -5.0602 1.8015 0.02
V -0.3382 -2.2009 -0.1731 0.52
O -1.9969 -1.1596 2.6062 0.25
C -1.5926 -1.7072 1.6947 -0.01
C 0.9058 -1.9317 -2.0997 0.09
O 1.2661 -2.5404 -3.0118 0.23
C -2.1518 -1.8887 -0.9722 -0.03
O -3.1254 -1.5233 -1.4639 0.25
C 0.8863 -2.6526 1.3503 -0.03
O 1.5641 -2.7452 2.3240 0.21
H -0.9065 -3.5593 0.5374 0.03
N 0.6297 4.7534 -0.4966 0.20
C 1.5254 3.7152 -0.5226 -0.46
O 2.7363 3.9025 -0.7371 0.10
C 0.9493 2.3869 -0.3475 -0.06
C -0.4232 2.1185 -0.2450 0.07
C -0.8385 0.7999 -0.0857 -0.06
N 0.0730 -0.1953 -0.1501 -0.13
C 1.4413 0.0273 -0.2427 -0.10
C 1.9218 1.3424 -0.3299 0.09
H 1.0211 5.6572 -0.5018 0.12
H -0.3000 4.6416 -0.0951 0.11
H -1.1873 2.8816 -0.2915 0.13
H -1.8572 0.4832 0.0772 0.11
H 2.1299 -0.8763 -0.1732 0.13
H 3.0225 1.4859 -0.4186 0.16
```

***

Record 2
Below is 30 unconnected molecules or ions with the total composition C11H82NO29 in a non-equilibrium geometry, with properties calculated with ωB97M-V/def2-TZVPD.

Summary:
Total charge = +1
Energy = -73590.023 eV
Gap between HOMO and LUMO = 0.34278 Ha
ΔE to the lowest compared entry with this formula, charge and spin = 48.8 kcal per mole

Structure (XYZ):
```
123
Properties=species:S:1:pos:R:3:lowdin_charge:R:1
C 14.4990 29.9940 42.1530 -0.11
C 12.9840 30.0090 42.3320 -0.19
C 12.4220 31.4270 42.6260 -0.13
C 10.9030 31.5420 42.8550 -0.11
N 10.4970 32.8220 43.2270 -0.17
C 9.0350 33.0310 43.2630 -0.10
C 8.5300 33.4610 41.9350 -0.14
C 9.7260 33.9710 41.1720 -0.09
C 10.7790 33.9270 42.3250 -0.11
C 11.1070 33.2550 44.5090 -0.11
C 10.9770 32.4100 45.8070 -0.21
C 11.6760 32.8620 47.0990 -0.06
H 14.7910 30.6380 41.2570 0.07
H 14.9380 28.9590 42.0420 0.11
H 15.0080 30.5690 42.9100 0.04
H 13.1140 29.4280 43.1210 0.03
H 12.5530 29.7150 41.2890 0.15
H 12.7030 32.0330 41.8520 0.05
H 13.0940 32.0700 43.2160 0.12
H 10.6350 30.8360 43.5470 0.10
H 10.4940 31.1270 41.9010 0.15
H 8.8610 33.9760 43.8150 0.15
H 8.4080 32.3760 43.7400 0.12
H 7.8660 34.2360 42.2150 0.12
H 8.1390 32.4410 41.5360 0.14
H 9.1800 34.6470 40.6450 0.04
H 10.2990 33.3240 40.3890 0.15
H 10.8280 34.8690 42.6300 0.09
H 11.6630 33.9370 41.9380 0.08
H 10.6100 34.2960 44.9870 0.19
H 12.1100 33.5710 44.4790 0.11
H 11.4950 31.2850 45.6120 0.16
H 9.9810 32.1160 46.0080 0.08
H 11.1790 32.5870 48.0940 0.11
H 11.7720 33.9740 47.0520 0.08
H 12.5390 32.4010 47.0070 0.00
O 9.9220 30.5660 39.5620 0.03
H 10.6760 30.5710 39.0720 -0.04
H 9.7080 29.6830 39.7020 0.03
O 4.9220 32.3130 40.9510 0.03
H 5.5410 32.8250 40.4730 0.00
H 5.4690 31.8120 41.3950 -0.12
O 13.3960 35.9080 48.6390 -0.05
H 13.2700 36.8630 48.6530 0.04
H 13.3620 35.6280 49.5490 0.03
O 7.1420 32.3640 38.9810 0.03
H 7.0900 31.8970 38.1810 0.07
H 7.7380 31.9490 39.5480 0.00
O 14.8500 29.4430 45.2440 -0.01
H 15.0000 30.1870 44.8860 -0.14
H 14.2920 29.5200 46.1060 0.06
O 8.2930 35.9360 46.0970 0.01
H 8.8720 36.4580 45.5030 0.04
H 8.7490 36.1120 46.8020 -0.05
O 6.2090 30.4350 42.3950 0.02
H 6.2410 29.7130 41.8600 0.03
H 5.4690 30.4550 42.9770 0.08
O 11.4890 26.8800 42.3080 -0.09
H 11.1330 27.4040 42.9110 -0.14
H 12.1810 26.1570 42.7110 0.11
O 13.5590 29.9240 47.7040 -0.04
H 12.5860 30.0360 47.6970 0.06
H 13.5930 29.0700 48.1410 0.07
O 9.4870 37.4360 42.0340 -0.16
H 8.8550 37.1540 41.2540 0.04
H 9.1940 38.4480 42.1980 0.15
O 8.2450 34.7640 38.7090 -0.11
H 7.9860 34.9630 37.7630 0.12
H 7.8100 33.8550 38.8400 0.05
O 10.4980 34.0250 37.2190 -0.02
H 9.6630 34.1480 37.7510 0.01
H 10.3310 34.7130 36.7030 -0.05
O 12.4540 31.3560 38.8710 0.02
H 12.2160 31.5940 38.0510 0.01
H 13.2050 31.8780 38.9840 -0.01
O 10.3700 28.1320 44.3770 0.07
H 10.5540 27.8090 45.1080 -0.08
H 9.4610 28.4420 44.2930 0.04
O 7.6740 37.0640 40.0520 -0.08
H 7.6810 37.9070 39.6560 0.03
H 7.8970 36.1770 39.5220 0.07
O 16.2520 32.1150 45.0190 -0.04
H 16.2520 32.4220 44.1220 -0.02
H 16.8670 31.3710 45.0400 0.05
O 7.7120 29.4780 44.7480 -0.12
H 7.4050 29.8450 43.8290 0.06
H 7.1430 28.7180 45.0810 0.09
O 13.5660 26.5410 44.2120 -0.04
H 14.2000 25.8970 43.8780 0.06
H 14.1380 27.2380 44.4750 0.00
O 13.5820 28.7040 38.3990 -0.07
H 14.4810 28.6710 38.7310 0.03
H 13.1790 29.5300 38.7410 -0.01
O 11.6240 36.5970 40.6390 -0.06
H 10.9470 37.0300 41.1350 -0.05
H 12.4070 36.9050 41.1590 0.06
O 7.9650 30.0500 47.6100 -0.06
H 8.5280 29.7030 46.9060 0.02
H 7.9610 29.2950 48.2290 0.07
O 10.3280 37.5730 44.8540 -0.03
H 10.2660 37.4750 43.9450 -0.04
H 11.1770 37.1430 45.0090 0.00
O 14.4620 32.9960 39.9200 -0.03
H 15.2590 32.8880 39.4820 0.04
H 14.0000 33.7650 39.4630 0.13
O 15.5210 33.5040 42.4500 -0.01
H 16.3210 33.7470 42.0700 0.02
H 15.1030 33.2380 41.6410 -0.03
O 6.6030 33.8060 46.5790 -0.01
H 6.6920 34.0630 47.3910 -0.08
H 7.2660 34.4170 46.1800 0.01
O 12.8060 36.4180 44.7220 -0.03
H 13.2730 36.5840 43.8340 0.12
H 13.2920 36.4630 45.4860 0.01
O 11.6000 32.0550 51.0420 -0.08
H 10.7390 31.6490 50.6740 0.02
H 12.3050 31.8930 50.4600 -0.02
O 9.1490 31.2250 49.8700 -0.05
H 8.7590 31.1890 48.9650 0.03
H 8.3620 31.2930 50.3610 0.03
O 4.6330 34.6490 43.2360 -0.04
H 4.9450 34.7560 42.3240 0.03
H 3.7090 34.6340 43.2880 0.00
```

***

Record 3
Below is 32 unconnected molecules or ions with the total composition C11H83BrN3O36 in a non-equilibrium geometry, with properties calculated with ωB97M-V/def2-TZVPD.

Summary:
Total charge = +1
Energy = -160969.516 eV
Gap between HOMO and LUMO = 0.30994 Ha

Structure (XYZ):
```
134
Properties=species:S:1:pos:R:3:lowdin_charge:R:1
C 5.1219 -0.0697 2.6898 0.05
C 4.3368 0.0414 1.4428 -0.44
O 4.2632 -0.8251 0.6533 0.16
O 3.6561 1.2744 1.1208 0.09
C 2.3205 1.1277 1.3252 -0.43
O 1.7904 1.5299 2.2952 0.19
C 1.5130 0.3884 0.2601 0.01
N 0.2461 0.0077 0.8629 0.01
C 0.2751 -1.2755 1.6182 -0.16
C -0.5199 -2.3737 0.9432 -0.21
C -0.5007 -3.7316 1.6759 -0.51
Br 0.5811 -3.8113 3.2909 0.78
C -0.7966 0.7574 0.7983 -0.32
N -0.7590 1.9244 0.1202 0.24
N -1.9473 0.3776 1.4732 0.07
O -3.0926 0.7887 0.7936 -0.13
C -3.8134 -0.3646 0.2642 -0.09
C -5.3488 -0.1675 0.2082 -0.38
C -5.8073 -0.5140 -1.2115 -0.05
O -5.9778 -1.1330 1.0416 -0.03
H 6.0645 0.4631 2.5400 0.06
H 4.6075 0.2605 3.5835 0.09
H 5.3725 -1.1192 2.8334 0.08
H 1.4015 0.9739 -0.6423 0.14
H 2.0356 -0.5154 -0.0271 0.13
H 1.3076 -1.5981 1.6509 0.11
H -0.0137 -1.0712 2.6411 0.11
H -0.2031 -2.5034 -0.0828 0.09
H -1.5563 -2.0634 0.9072 0.08
H -1.5079 -3.9756 1.9796 0.07
H -0.1758 -4.5148 1.0010 0.02
H -1.6539 2.3997 0.1195 0.12
H -0.4780 1.8077 -0.8485 0.14
H -1.9552 0.7516 2.4170 0.16
H -3.6193 -1.1958 0.9323 0.12
H -3.4164 -0.5496 -0.7273 0.13
H -5.6718 0.8333 0.4850 0.14
H -6.7903 -0.1027 -1.3648 0.06
H -5.0959 -0.1620 -1.9459 0.08
H -5.8138 -1.5943 -1.2809 0.09
H -5.4975 -1.2344 1.8693 0.09
O 5.0818 2.0923 -1.9673 -0.04
H 4.5780 1.6370 -1.2823 0.03
H 5.4668 2.8499 -1.5121 0.06
O 1.8344 2.9532 4.9646 -0.05
H 0.9086 3.1240 5.1694 0.06
H 1.8619 2.9302 4.0008 0.01
O -4.5846 2.7397 -1.3158 -0.02
H -4.7207 3.5076 -0.7478 0.07
H -3.8798 2.2503 -0.8837 0.01
O 7.1051 -2.2600 2.6933 -0.06
H 7.9739 -2.6702 2.7537 0.05
H 6.7045 -2.6919 1.9316 0.03
O 0.0303 -6.0178 -0.3032 -0.07
H 0.9248 -6.3647 -0.1708 0.04
H -0.4307 -6.7318 -0.7662 0.03
O -0.7255 -7.5376 2.1566 -0.07
H -0.6458 -6.9616 2.9255 -0.01
H -0.7559 -6.9489 1.3892 -0.01
O -4.5671 4.0875 -3.9336 -0.07
H -5.3509 3.9148 -4.4820 0.02
H -4.7461 3.6472 -3.0936 -0.01
O 1.2766 -3.2261 -1.6453 -0.06
H 2.1694 -3.5692 -1.5223 0.05
H 0.8079 -3.9510 -2.0766 0.05
O -0.9553 -7.8070 -2.6449 -0.05
H -1.0309 -8.6419 -3.1187 0.05
H -1.8294 -7.4099 -2.7264 0.05
O -8.8065 0.2956 -0.0790 -0.05
H -8.9414 1.0540 0.4984 0.04
H -8.1019 -0.2051 0.3524 0.01
O -4.8503 7.2063 -4.3990 -0.06
H -4.8154 6.2433 -4.5002 -0.01
H -5.7915 7.3935 -4.3244 0.04
O 7.3551 -1.8466 -0.0404 -0.06
H 6.6216 -1.3618 0.3481 -0.01
H 7.9632 -1.1537 -0.3086 0.02
O 0.9573 5.3180 2.8535 -0.05
H 1.6887 4.7743 2.5446 0.02
H 1.3496 5.8770 3.5340 0.04
O 2.3217 -6.5586 1.6137 -0.06
H 2.1707 -5.8811 2.2843 -0.02
H 3.0175 -7.1145 1.9774 0.05
O -3.6572 5.4491 -6.5981 -0.06
H -3.8159 6.1972 -6.0116 -0.01
H -2.9662 4.9544 -6.1478 0.01
O 7.5831 1.6264 3.2675 -0.06
H 7.4572 2.4291 3.7854 0.07
H 8.3955 1.2362 3.6163 0.05
O 7.5029 0.6089 -2.6641 -0.05
H 7.3424 -0.2672 -3.0335 0.05
H 6.6165 0.9880 -2.5527 0.01
O -3.9739 -0.3470 4.4403 -0.04
H -3.4281 -0.0451 3.7108 -0.01
H -3.8028 0.2831 5.1492 0.05
O 3.6350 0.7817 6.1824 -0.06
H 3.3084 1.5164 6.7121 0.03
H 3.1321 0.8565 5.3661 0.00
O 8.3833 0.1484 -5.5525 -0.06
H 8.3425 0.5875 -4.6930 0.00
H 7.5101 -0.2380 -5.6673 0.03
O -1.7059 5.9530 -4.4585 -0.06
H -2.4050 5.4900 -3.9791 0.01
H -1.3832 6.6153 -3.8339 0.01
O 7.2868 0.8188 0.5933 -0.06
H 7.6853 1.0952 -0.2420 0.04
H 7.5273 1.5202 1.2215 0.03
O 2.9790 -2.6750 -4.0054 -0.06
H 2.1718 -2.2157 -3.7513 0.02
H 3.6416 -1.9813 -4.0849 0.03
O -7.0526 -1.3338 -3.6646 -0.05
H -7.9819 -1.1624 -3.4609 0.05
H -7.0187 -1.3131 -4.6272 0.06
O -8.6235 -3.5861 -2.3496 -0.06
H -7.8647 -3.0539 -2.6149 0.00
H -9.2672 -2.9339 -2.0461 0.00
O 9.8021 0.5865 2.1787 -0.05
H 10.7102 0.2670 2.1344 0.06
H 9.2634 -0.1716 1.9147 0.03
O 0.5673 7.4500 -3.6196 -0.05
H 1.4376 7.1096 -3.3927 0.04
H 0.7233 8.0088 -4.3886 0.05
O -7.2547 4.3341 -4.3603 -0.04
H -7.4616 4.7095 -3.4982 0.05
H -8.1015 4.0239 -4.6995 0.06
O 0.5849 -6.7425 4.7558 -0.09
H 0.4151 -6.0408 5.3931 0.02
H 1.2607 -7.2865 5.1739 0.05
O -10.8849 -1.8690 -2.7073 -0.06
H -11.0629 -2.6852 -3.1900 0.05
H -11.7336 -1.4156 -2.6805 0.05
O 3.0826 5.2477 6.4787 -0.06
H 2.8818 4.4078 6.0453 -0.01
H 2.2408 5.7115 6.5153 0.03
```

***

Record 4
Below is a molecular structure, C11H8AsF3N2O4S7Tc in a non-equilibrium geometry, with properties calculated with ωB97M-V/def2-TZVPD.

Summary:
Multiplicity = 2
Total charge = 0
Energy = -169742.569 eV
Gap between HOMO and LUMO (alpha / beta) = 0.23280 / 0.23347 Ha
ΔE to the lowest compared entry with this formula, charge and spin = 23.6 kcal per mole

Structure (XYZ):
```
37
Properties=species:S:1:pos:R:3:lowdin_charge:R:1
Tc 0.4147 -0.2797 -1.0029 0.79
F -0.1804 -5.0623 2.8570 0.12
C -0.1307 -3.7034 2.9222 -0.59
F -1.3561 -3.3340 2.6114 0.12
F 0.1604 -3.3641 4.2144 0.12
C 0.9237 -3.1297 2.0068 -0.10
C 2.2667 -3.4228 2.3909 0.03
C 3.2364 -2.7779 1.6207 -0.07
C 2.9070 -1.8633 0.6664 -0.13
N 1.6634 -1.5317 0.3237 -0.08
C 0.6321 -2.1346 1.0398 -0.62
S -0.8965 -1.6314 0.4108 0.63
H 2.4231 -4.1360 3.1424 0.11
H 4.3228 -3.0453 1.7557 0.13
H 3.6793 -1.3334 0.1643 0.11
S -5.9060 -1.5279 -1.9963 0.07
As -4.4331 -0.2938 -1.3755 -0.18
S -2.7640 -0.6864 -2.7436 0.14
S -1.2822 0.8274 -2.1374 0.00
S -4.3552 1.2016 -0.0394 0.07
O 0.8045 1.2106 0.4433 -0.29
N 0.0968 2.3701 0.3056 -0.19
C -1.0465 2.5460 0.9479 -0.04
C -1.7335 3.7632 0.8191 0.00
C -1.1613 4.7681 -0.0185 -0.03
C -0.0925 4.4577 -0.8036 -0.05
C 0.6445 3.3292 -0.5423 0.01
H -1.4485 1.6795 1.4036 0.12
H -2.6518 3.9159 1.3651 0.11
H -1.6241 5.6982 0.0354 0.09
H 0.2756 5.1322 -1.5897 0.13
H 1.5635 3.0759 -1.1174 0.16
O 2.0340 0.3364 -2.5979 -0.49
S 1.1554 -0.3082 -3.6679 0.23
O 0.4292 -1.4011 -2.9664 -0.51
O 1.7862 -0.5411 -4.9222 -0.30
S -0.3568 1.1961 -3.9253 0.36
```